Molecular formula: C33H45BaN5S
Method: DFT, ωB97M-V/def2-TZVPD

Kohn-Sham gap (spin up / spin down) = 2.0 / 1.9 eV
2S+1 = 1
energy relative to the best compared isomer or geometry (same formula, charge and spin) = 0.0 kcal per mole
charge = -2

The geometry in XYZ format:
```
85
Properties=species:S:1:pos:R:3:mulliken_charge:R:1
Ba -0.73 -0.22 -0.13 -2.38
S -2.41 -1.33 2.14 0.18
N -1.03 -0.92 4.46 1.17
N 0.45 -1.10 -3.54 0.85
N 0.93 -2.81 1.90 -0.12
N 0.91 -2.16 -1.71 0.69
N -3.03 0.27 4.15 0.62
C -0.82 -3.52 0.34 0.73
C -0.23 2.22 -6.07 2.17
C 3.56 0.83 -1.43 -1.38
C -1.01 0.73 -4.31 1.93
C 0.87 -3.12 -2.75 -1.00
C 1.44 2.15 -0.80 1.10
C -1.13 -1.34 5.90 -0.70
C -2.95 1.11 5.38 -2.12
C -2.22 -2.33 6.21 -1.08
C -1.50 -4.14 1.39 -0.95
C 0.65 -0.89 -2.23 -0.63
C 0.65 1.21 2.71 -0.36
C -1.74 2.00 5.45 -1.09
C 3.20 -0.12 1.57 -1.51
C -2.07 0.41 -3.30 -1.07
C -2.12 -0.61 3.69 1.02
C 2.37 0.86 0.84 0.04
C -0.48 3.38 -7.01 -1.59
C 0.29 -3.48 2.86 -0.76
C -0.68 2.99 0.45 -0.46
C 1.17 2.77 -2.12 -0.87
C -1.20 1.83 -5.15 -1.29
C 0.17 -0.02 -4.43 -1.37
C 1.29 -2.31 -0.37 -1.66
C 0.64 2.31 0.36 -1.17
C 0.60 -2.45 -3.87 -0.34
C 0.97 1.51 -6.13 -1.45
C 2.50 -0.31 -5.34 -1.55
C 2.50 1.27 -0.51 0.86
C 0.46 -2.92 0.61 0.31
C -0.92 -4.15 2.66 0.08
C 1.19 0.40 -5.31 1.65
C 1.23 1.50 1.37 0.20
H 1.76 1.83 -6.81 0.08
H 3.23 0.90 -2.48 0.23
H 0.09 2.90 -2.31 0.04
H -2.23 -0.67 -3.14 0.31
H -1.03 4.18 -6.50 0.34
H 4.48 1.43 -1.33 0.32
H -2.49 -4.58 1.23 0.25
H -1.24 -3.46 -0.67 0.37
H 0.46 -2.80 -4.87 0.61
H -1.87 0.92 -2.33 -0.14
H -3.86 1.72 5.35 1.12
H -0.45 1.33 2.73 -0.20
H -0.15 -1.76 6.15 0.39
H -2.14 2.40 -5.07 -0.04
H 2.45 -1.25 -5.91 0.37
H 1.05 -4.16 -2.56 0.57
H -1.13 3.14 -0.54 0.17
H 0.76 -3.48 3.85 0.48
H -3.05 0.47 6.26 0.00
H -1.23 -0.43 6.52 0.18
H -1.40 -4.65 3.50 0.31
H -0.35 -1.50 3.96 -0.41
H 2.32 -2.05 -0.12 0.04
H -0.56 3.99 0.89 0.29
H 0.89 0.19 3.04 0.15
H -0.80 1.44 5.40 0.04
H -3.22 -1.95 5.97 0.15
H -1.76 2.54 6.40 0.94
H 3.23 0.34 -5.84 0.38
H -2.06 -3.28 5.68 0.12
H -2.19 -2.53 7.28 0.63
H 3.82 -0.22 -1.26 0.33
H -1.40 2.47 1.10 0.26
H -3.02 0.83 -3.64 0.09
H 1.63 3.77 -2.20 0.37
H -3.72 0.53 3.45 -0.04
H -1.08 3.06 -7.87 0.34
H 3.95 -0.57 0.91 0.38
H 1.05 1.89 3.47 0.32
H 3.74 0.35 2.40 0.33
H 2.59 -0.94 1.98 0.23
H 0.47 3.77 -7.39 0.36
H -1.75 2.74 4.64 0.08
H 2.88 -0.53 -4.34 0.23
H 1.56 2.16 -2.94 -0.06
```

---

Molecular formula: C33H45ClN4O11
Method: DFT, ωB97M-V/def2-TZVPD

Kohn-Sham gap = 8.3 eV
2S+1 = 1
charge = 0

The geometry in XYZ format:
```
94
Properties=species:S:1:pos:R:3:mulliken_charge:R:1
Cl 1.16 -0.31 4.96 -0.22
O 3.70 1.57 -4.54 -0.45
O 2.71 1.75 4.69 -0.50
O 2.41 1.31 -6.37 -0.32
O 3.85 -0.29 -5.80 -0.34
O -3.42 -5.75 -0.65 -0.33
O -2.27 0.53 11.74 -0.52
O -1.85 2.42 10.58 -0.34
O -1.24 0.45 9.74 -0.35
O -1.60 -4.66 0.13 -0.52
O -3.68 -3.84 0.47 -0.22
O -5.32 2.01 3.68 -0.37
N 1.19 5.14 -3.80 -0.82
N -1.80 0.64 3.09 -0.49
N -3.97 0.09 3.86 -0.65
N -2.32 -0.77 0.70 -0.26
C 1.66 3.75 -3.64 0.05
C 3.83 -1.73 -7.76 -1.60
C 0.67 1.97 3.49 -1.33
C -1.83 1.08 10.78 0.64
C -6.08 -3.79 0.85 -1.42
C -2.91 0.04 2.84 0.09
C -0.99 2.70 9.47 -0.45
C -2.78 -4.74 -0.01 0.57
C 0.50 -1.99 -1.91 -1.58
C 0.98 -1.89 -3.35 0.16
C -4.96 -4.16 -0.10 0.53
C -3.19 -0.68 1.66 -0.02
C 3.35 0.92 -5.48 0.62
C 2.31 2.94 -1.27 -0.58
C 2.48 0.41 -7.49 -0.50
C -0.54 -0.93 -1.43 0.98
C -4.67 1.08 3.72 0.62
C -0.90 0.14 -2.48 -1.80
C 0.18 1.11 7.87 -1.26
C -0.14 -0.20 -0.16 -0.24
C 2.19 0.44 -0.99 0.26
C 1.67 1.29 4.37 0.75
C 3.03 -0.85 -6.84 0.67
C 2.21 -2.78 -3.54 -1.32
C -0.87 0.55 2.08 -0.06
C -1.05 1.41 8.68 0.42
C 3.11 1.66 -0.97 -1.67
C 0.37 1.19 2.23 0.26
C -1.12 -0.14 0.88 -0.26
C 1.31 1.13 1.24 -0.83
C 2.79 3.66 -2.56 -0.87
C 1.07 0.43 0.04 1.41
C -4.81 -5.64 -0.36 -0.54
H 3.82 1.49 -1.78 0.70
H -5.04 -6.25 0.52 0.32
H -0.24 2.24 4.02 0.46
H -6.13 -2.71 0.99 0.33
H 3.23 -2.06 -8.61 0.39
H 1.05 0.99 8.51 0.31
H 1.50 0.27 -7.93 0.33
H 1.35 -1.98 -1.24 0.42
H 3.00 -2.41 -2.90 0.28
H 1.97 -3.81 -3.30 0.43
H 4.71 -1.21 -8.13 0.38
H -1.74 0.71 -2.08 0.52
H -4.14 -1.17 1.53 0.37
H -5.41 -5.99 -1.20 0.33
H 0.01 2.91 9.85 0.31
H 4.18 -2.62 -7.23 0.36
H -1.22 -0.31 -3.42 0.36
H -5.06 -3.60 -1.03 0.22
H 3.67 1.74 -0.04 0.67
H 1.25 2.74 -1.37 0.41
H 2.23 -1.42 -6.37 0.14
H 2.41 3.62 -0.43 0.43
H 1.29 -0.88 -3.63 0.02
H -7.04 -4.14 0.47 0.40
H -5.91 -4.23 1.83 0.34
H -0.11 0.86 -2.63 0.24
H 2.79 -0.46 -0.82 0.49
H 0.80 3.15 -3.35 0.12
H 1.97 5.75 -4.01 0.27
H 1.77 0.40 -1.98 -0.62
H -1.46 -1.47 -1.26 0.51
H 0.37 1.90 7.14 0.34
H -1.35 3.56 8.92 0.32
H 0.20 -2.18 -4.06 0.51
H 2.24 1.65 1.42 0.48
H 3.16 0.83 -8.23 0.32
H 1.13 2.91 3.19 0.43
H 2.60 -2.71 -4.55 0.23
H 3.64 3.14 -2.97 0.40
H 0.05 -2.98 -1.80 0.43
H 3.07 4.67 -2.30 0.47
H 0.05 0.17 7.33 0.30
H -1.95 1.39 8.05 0.27
H 2.06 3.38 -4.57 0.00
H 0.80 5.43 -2.91 0.29
```

---

no.,E_tot (hartree)
1,-1981.7959
2,-2791.3891